1.
The following is a quantum chemistry calculation of a 8-piece molecular cluster, C36H43Cl2N8 overall, from the Open Molecules 2025 dataset.

XYZ file:
```
89
Properties=species:S:1:pos:R:3:forces:R:3:mulliken_charge:R:1
Cl -3.10295 -4.66140 -5.94539 1.167 1.515 0.474 -0.147
Cl -3.77973 -3.48231 -3.11765 1.328 1.114 -0.493 -0.149
N 0.11287 -0.81689 -2.03304 -0.695 0.234 -1.054 0.212
N -0.61960 1.28922 0.50328 0.040 -0.076 -0.064 0.285
N -1.45775 0.23636 6.44509 0.021 0.001 0.013 0.024
N 2.73635 -0.14442 1.35594 0.005 -0.015 -0.197 0.284
N 0.25731 1.41103 -6.98152 -0.009 -0.009 0.040 0.102
N -3.42892 -6.72614 -1.40912 0.075 0.024 -0.005 0.124
N -2.46775 4.75015 0.32563 -0.054 -0.065 -0.049 0.057
N 4.18846 1.27986 5.07810 -0.084 0.040 0.060 0.220
C 5.16507 2.44727 6.68961 0.010 0.136 -0.086 -0.550
C 3.05292 -1.47445 1.25968 -0.032 0.026 -0.164 -0.532
C 4.75317 2.48994 5.38248 0.000 0.027 -0.064 -0.382
C 1.28298 2.00179 -6.28736 0.051 -0.026 0.070 -0.182
C -0.05681 2.50093 0.80995 0.171 0.126 -0.102 -1.004
C -0.89305 1.44764 6.74906 0.060 0.058 -0.080 -0.389
C -3.80937 6.23748 -0.62377 -0.104 -0.118 -0.019 -0.375
C -3.49356 -8.91635 -1.74057 -0.035 0.045 -0.148 -0.576
C 0.51653 1.48389 -8.32505 0.000 -0.052 -0.108 -0.490
C -0.82015 0.84332 -3.61619 -0.300 -2.496 0.334 -0.487
C 4.22870 0.46872 6.17999 -0.004 -0.059 -0.020 -0.433
C -0.81531 0.12395 8.56330 -0.072 -0.140 -0.021 -0.367
C -3.01762 -8.67003 -0.42688 0.072 0.093 0.117 -0.362
C 0.10541 0.46400 -2.53806 -1.637 0.525 -1.951 -0.810
C -1.72744 -0.17612 -4.18316 1.958 -1.106 2.648 -0.112
C 0.01885 1.17384 2.62503 -0.147 -0.119 0.002 -0.575
C -1.73397 5.89633 0.16897 0.099 -0.029 -0.047 -0.170
C -0.58277 0.47575 1.60783 0.018 -0.158 0.075 -1.016
C 2.20626 2.44635 -7.19649 0.003 0.014 0.172 -0.592
C -3.73599 4.95249 -0.15094 -0.031 -0.050 -0.065 -0.593
C -1.63140 -1.54144 -3.59365 0.220 0.442 0.895 0.185
C -0.69303 -1.83074 -2.50541 -1.242 1.383 -1.731 -0.083
C 0.35165 2.45797 2.11849 0.010 0.072 -0.071 -0.298
C 4.40081 -1.60625 1.47981 -0.074 -0.140 -0.069 -0.646
C 1.72006 2.11832 -8.48834 -0.131 -0.077 -0.060 -0.456
C -3.73602 -7.69936 -2.32278 -0.042 0.004 -0.083 -0.261
C 4.83267 1.16461 7.19555 -0.069 -0.142 0.002 -0.521
C 3.86703 0.57122 1.64383 0.011 0.077 -0.043 -0.675
C -1.07272 -2.70068 -6.29922 -0.654 -0.313 0.178 -0.762
C -2.47988 -2.73939 -4.09894 0.709 -0.048 -1.421 -0.472
C -2.17182 -3.24502 -5.33726 -0.525 0.160 0.591 0.318
C -2.53930 6.83605 -0.42127 0.154 0.004 0.025 -0.676
C 4.91693 -0.30903 1.72419 -0.003 0.124 0.031 -0.532
C -1.41818 -0.57371 7.54896 0.017 -0.097 0.002 -0.531
C -2.98518 -7.31094 -0.25214 0.009 0.023 0.074 -0.526
C -0.48264 1.40628 8.05586 0.017 0.122 -0.101 -0.528
H -1.82019 -1.57370 7.51579 0.030 0.056 0.037 0.373
H -4.10051 -7.44137 -3.30449 0.000 -0.046 0.056 0.354
H -1.54301 -2.60972 -7.31675 0.714 -0.354 0.896 0.356
H -3.51508 -5.73637 -1.56390 -0.002 -0.181 0.014 0.138
H 3.82640 -0.53114 6.14538 0.037 0.053 0.031 0.384
H 5.65091 3.24870 7.22395 -0.028 -0.047 -0.037 0.396
H -4.67925 6.69772 -1.06555 0.048 -0.022 0.046 0.396
H 2.29332 -2.21023 1.04256 0.053 -0.029 0.116 0.415
H -1.84175 -0.01772 5.55209 -0.025 0.044 0.134 0.196
H -2.73041 -9.40673 0.30684 -0.020 0.048 -0.043 0.387
H 0.19987 0.80438 3.62326 0.016 0.027 -0.045 0.591
H 4.95412 -2.53216 1.46858 -0.032 0.058 0.026 0.429
H -0.98418 -0.52534 1.57274 -0.033 0.063 0.073 0.418
H 3.12909 2.95279 -6.96114 -0.063 -0.021 -0.017 0.405
H 3.82669 1.64271 1.76542 0.030 -0.043 -0.050 0.557
H 0.83593 3.25970 2.65422 -0.047 -0.044 -0.017 0.565
H -0.17592 1.07792 -9.04505 0.060 0.044 0.016 0.382
H -0.83203 2.23068 6.00971 -0.006 -0.010 0.074 0.423
H 0.00525 3.28497 0.07056 0.039 -0.010 0.057 0.687
H 2.19945 2.32547 -9.43193 -0.037 -0.008 0.062 0.402
H -4.47329 4.16630 -0.11305 0.007 0.079 0.017 0.375
H -3.64096 -9.87809 -2.20629 0.003 0.062 0.028 0.384
H -2.24927 7.84281 -0.67794 -0.020 -0.057 0.036 0.404
H 0.78040 -1.03910 -1.28723 -0.165 0.159 -0.250 0.150
H -2.46059 0.02257 -5.00648 0.825 -0.132 0.950 0.597
H 4.81378 3.27372 4.64394 0.031 -0.024 0.064 0.358
H 5.94224 -0.04930 1.93620 -0.071 -0.020 0.026 0.425
H -1.00153 1.03695 -0.39077 -0.215 0.143 0.204 0.280
H 3.80331 1.02675 4.18310 0.128 -0.048 0.102 0.156
H -2.12826 3.89288 0.72926 -0.086 0.186 0.098 0.271
H 5.01468 0.79411 8.19216 -0.016 0.020 -0.062 0.395
H 0.00250 2.20833 8.58963 -0.025 -0.049 -0.041 0.409
H -2.68743 -6.71029 0.59258 -0.039 -0.071 -0.014 0.342
H 1.81526 0.24543 1.23594 0.059 0.032 0.307 0.321
H -0.55675 0.99149 -6.57040 0.052 0.079 -0.148 0.163
H -0.63401 -0.24493 9.56056 -0.020 0.022 -0.061 0.400
H -0.70490 5.94284 0.48928 -0.064 0.056 0.011 0.366
H 0.80264 1.23617 -2.12923 -0.592 -1.122 -0.195 0.473
H -0.85488 1.86370 -4.06588 0.306 -0.886 0.806 0.745
H -0.67743 -1.68858 -6.03288 -0.443 -0.943 0.022 0.083
H -0.21130 -3.41788 -6.27543 -0.819 0.572 -0.376 0.304
H 1.26584 2.05215 -5.21034 0.093 0.040 -0.063 0.288
H -0.61989 -2.85869 -2.06542 0.053 1.272 -0.376 0.506
```
Positions in Å, forces in eV/Å.

orbital gap: 3.94 eV
LUMO level: -0.2046 hartree
total charge: +1
highest occupied orbital energy: -9.509 eV

2.
The following is a quantum chemistry calculation of C36H43FeIN3P2SSi2 as an isolated structure, from the Open Molecules 2025 dataset.

XYZ file:
```
89
Properties=species:S:1:pos:R:3:forces:R:3:mulliken_spin:R:1
I -2.05200 -1.93944 2.76635 -0.082 -0.010 0.151 0.155
Fe -0.61353 -1.06904 0.80295 0.298 -0.341 -0.516 4.069
S 0.23392 -3.08756 -0.25763 0.017 0.202 0.127 0.140
P -1.50052 1.02658 -0.65659 0.001 0.167 -0.600 -0.101
P 0.96247 1.06636 1.21485 0.434 0.327 -0.084 -0.077
Si -3.32874 -1.34095 -1.37912 0.130 0.051 0.026 0.028
Si 2.35595 -1.25195 2.66799 -0.049 0.017 -0.079 0.024
N -2.03693 -0.49279 -0.57185 -0.236 0.073 0.303 0.135
N 1.39867 -1.18825 -1.77362 0.236 -0.044 0.294 -0.006
N 1.12721 -0.44976 1.73541 -0.112 0.049 0.123 0.131
C -3.09565 2.42573 -4.16724 0.033 0.006 0.001 -0.002
C 0.12932 0.88936 -0.24440 -0.095 -0.226 0.446 0.393
C -2.79455 -1.64765 -3.14330 0.032 -0.030 -0.112 0.005
C -0.91846 2.22618 4.63203 -0.002 0.009 -0.020 0.002
C 2.58885 1.86427 0.96197 -0.031 -0.079 0.097 -0.020
C -3.29048 4.38423 0.82643 -0.032 -0.014 0.044 0.003
C -3.26242 1.66567 1.39685 0.023 -0.007 0.049 0.016
C -0.26100 1.48013 3.66180 0.018 0.008 0.047 0.007
C -1.99470 2.45467 -5.01403 -0.004 -0.012 0.010 0.005
C -4.02655 3.88997 1.89696 0.005 0.022 -0.021 0.000
C -3.62116 -2.97838 -0.55090 0.015 -0.078 0.088 0.001
C -2.53348 3.52121 0.05282 -0.017 0.011 -0.071 0.002
C 4.66271 1.88635 -0.28371 0.041 0.025 0.006 -0.003
C -2.51956 2.15362 0.32716 -0.029 0.091 0.031 0.014
C 3.39354 1.37933 -0.06792 -0.046 -0.020 -0.012 0.003
C 2.92213 -2.92561 -3.19584 0.094 -0.035 -0.086 0.001
C 2.19936 -0.71833 -2.75220 -0.026 -0.081 0.000 -0.005
C 2.10649 -3.39025 -2.20324 -0.121 0.053 0.058 -0.006
C -1.15950 3.57408 4.42251 0.002 0.010 -0.011 0.000
C -0.73903 2.12492 -4.52472 -0.015 0.025 -0.037 0.002
C 1.30034 -2.49627 -1.45927 0.012 -0.083 -0.212 0.009
C 3.27316 -0.03723 3.75712 0.034 0.081 0.062 0.009
C -0.75135 4.17907 3.23845 -0.010 -0.022 0.058 0.006
C -4.93545 -0.36394 -1.36753 -0.078 0.065 -0.003 0.009
C 0.15663 2.07904 2.47770 -0.041 -0.003 0.115 -0.001
C -2.94098 2.05018 -2.84190 -0.071 -0.023 0.020 0.000
C -0.10061 3.43425 2.27112 -0.011 0.013 -0.082 0.018
C 3.09650 2.86552 1.78249 -0.035 0.073 0.082 0.001
C 1.58750 -2.57535 3.72254 -0.076 -0.067 0.049 -0.001
C -1.68757 1.69369 -2.34674 -0.075 -0.084 0.054 -0.004
C -0.59091 1.75033 -3.19731 0.061 0.046 0.079 0.007
C 4.36641 3.38691 1.56540 -0.019 -0.038 -0.012 -0.004
C 5.15139 2.89968 0.53286 -0.005 -0.015 -0.019 0.008
C -4.00651 2.53416 2.18506 0.014 -0.011 -0.015 0.002
C 3.57995 -2.05984 1.50769 0.044 -0.048 -0.060 0.003
C 2.97437 -1.55442 -3.49822 -0.061 0.029 0.038 0.005
H -4.06503 -2.85406 0.43788 0.009 -0.013 -0.005 -0.001
H -1.67428 4.15655 5.17642 0.004 0.000 -0.001 0.000
H -3.56302 -2.17975 -3.71052 -0.002 -0.002 0.013 0.001
H -4.61483 4.56481 2.50624 -0.001 -0.002 -0.003 0.000
H 6.14245 3.30197 0.36640 -0.001 -0.005 -0.001 0.001
H -2.57577 -0.71339 -3.66658 0.010 -0.014 0.000 0.000
H 4.00136 -1.33592 0.80509 -0.002 -0.010 0.006 -0.001
H 0.38578 1.52602 -2.78826 -0.009 -0.021 -0.016 -0.013
H 4.00546 0.54527 3.19413 -0.010 -0.003 0.000 0.000
H -4.07507 2.69848 -4.53906 0.002 -0.006 -0.003 0.000
H -2.11573 2.74358 -6.05022 0.005 0.004 0.003 0.000
H 5.27539 1.49008 -1.08417 -0.006 0.002 0.003 0.000
H -4.29876 -3.58512 -1.15800 -0.010 0.026 -0.018 -0.001
H 4.74353 4.16725 2.21378 -0.004 0.002 -0.002 0.000
H 3.53638 -3.62269 -3.75176 -0.010 0.006 -0.004 0.000
H -1.95802 3.91263 -0.77872 0.000 -0.015 0.000 -0.001
H 2.50725 3.24053 2.60923 -0.013 -0.005 -0.005 0.001
H -0.08489 0.42326 3.81698 -0.006 0.001 -0.011 -0.002
H 3.80774 -0.58043 4.54100 0.015 0.004 -0.009 0.000
H -0.95146 5.22945 3.06934 -0.001 -0.005 -0.012 0.000
H -5.77277 -1.02535 -1.13240 0.003 -0.003 -0.010 0.001
H 3.08351 -2.85085 0.93968 0.021 0.009 -0.025 0.000
H -1.24735 1.74821 5.54585 0.007 -0.004 -0.002 0.000
H 0.88993 -2.16162 4.45364 0.000 -0.009 -0.008 0.000
H -4.92586 0.42826 -0.61509 -0.011 -0.014 0.015 -0.002
H 0.92084 -0.44306 -1.13976 -0.282 0.077 -0.311 0.046
H 3.60547 -1.16254 -4.28095 0.005 -0.017 -0.004 0.001
H -3.25724 0.60489 1.61821 0.001 -0.008 -0.010 0.004
H 2.36248 -3.12587 4.26286 0.013 0.013 -0.010 -0.001
H 2.59175 0.66391 4.24651 0.005 -0.012 0.010 -0.001
H 3.02088 0.58326 -0.69681 0.015 -0.019 -0.003 -0.006
H -3.30458 5.44292 0.59973 0.002 -0.001 -0.004 0.000
H 2.05034 -4.44085 -1.95892 0.011 -0.001 -0.007 -0.002
H -1.88909 -2.26144 -3.14551 0.005 0.008 -0.021 -0.001
H 4.40763 -2.51214 2.06052 -0.002 0.002 0.000 0.000
H 0.20104 3.90822 1.34317 0.023 -0.020 0.001 -0.005
H 0.12415 2.16779 -5.17730 0.002 -0.003 0.009 0.000
H 1.03033 -3.28697 3.10924 -0.002 -0.003 0.018 0.002
H -5.14081 0.09423 -2.33741 0.003 -0.006 0.008 0.000
H 2.17794 0.35422 -2.88465 0.032 0.006 0.009 0.000
H -4.57438 2.14396 3.02008 0.003 0.004 -0.001 0.000
H -3.80614 2.03434 -2.18976 0.029 0.001 0.007 -0.001
H -2.68939 -3.53400 -0.42990 -0.016 -0.021 0.002 0.001
```
Positions in Å, forces in eV/Å.

2S+1: 6
orbital gap (spin up / spin down): 7.44 / 7.33 eV
LUMO level (spin up / spin down): -0.0030 / -0.0240 hartree
highest occupied orbital energy (spin up / spin down): -7.518 / -7.983 eV
energy above the lowest of the compared OMol25 structures with the same formula, charge and spin: 0.0 kcal/mol

no.,maximum force (hartree/bohr)
1,0.0676
2,0.0134